No. 1
A 2-piece molecular cluster, CO4S overall at a distorted geometry, computed with ωB97M-V/def2-TZVPD.

Each line ends with the Löwdin charge.
CARTESIAN COORDINATES (ANGSTROEM)
1 C -1.742 -0.238 -0.112  -0.401
2 O -0.901 -0.886 0.382  0.165
3 O 1.789 -0.856 -0.409  -0.428
4 O 1.202 1.220 0.694  -0.427
5 O -2.561 0.357 -0.671  0.208
6 S 2.213 0.404 0.115  0.884

Computed properties:
Orbital gap, eV: 10.815
Energy relative to the best compared isomer or geometry (same formula, charge and spin), kcal/mol: 1.7


No. 2
Ca3Cs3O28Pd2S7 as an isolated structure at a distorted geometry, computed with ωB97M-V/def2-TZVPD.

Each line ends with the Mulliken spin population.
CARTESIAN COORDINATES (ANGSTROEM)
1 Pd -2.308 -0.769 2.447  0.901
2 Pd 2.706 -2.358 1.518  1.473
3 Ca 0.602 1.782 2.184  0.012
4 Ca 1.877 1.722 -2.167  0.003
5 Ca -0.333 -0.736 -0.447  -0.003
6 Cs -3.347 -1.419 -3.462  0.001
7 Cs -0.747 -5.381 -0.096  -0.004
8 Cs -2.722 3.196 -1.177  -0.002
9 S 0.416 -2.069 2.916  0.004
10 O -0.922 -2.708 2.785  0.035
11 O 1.451 -3.186 3.003  0.117
12 O 0.810 -1.306 1.677  0.111
13 O 0.551 -1.025 3.998  0.014
14 S -3.071 -1.954 -0.332  0.026
15 O -3.893 -2.552 -1.313  -0.001
16 O -3.042 -0.581 -0.585  0.001
17 O -3.490 -2.211 1.000  0.022
18 O -1.677 -2.500 -0.639  -0.001
19 S -2.214 2.195 2.256  -0.003
20 O -2.751 3.505 1.904  0.004
21 O -1.381 1.569 1.177  -0.004
22 O -1.370 2.367 3.473  0.004
23 O -3.256 1.176 2.478  0.041
24 S 3.187 0.734 0.365  -0.007
25 O 1.719 0.500 0.001  -0.011
26 O 3.826 -0.533 0.642  0.025
27 O 3.915 1.428 -0.744  0.003
28 O 3.059 1.502 1.589  0.004
29 S 0.916 4.282 -0.065  -0.057
30 O 0.070 5.439 -0.550  0.554
31 O 0.936 3.219 -1.050  0.010
32 O 2.221 4.988 -0.007  0.473
33 O 0.398 3.738 1.151  0.023
34 S 1.999 -3.535 -1.205  -0.012
35 O 3.273 -3.123 -1.782  0.003
36 O 1.507 -4.763 -1.812  0.016
37 O 2.152 -3.953 0.382  0.227
38 O 0.922 -2.495 -1.258  0.002
39 S -0.424 1.130 -3.700  0.000
40 O -0.504 2.592 -3.954  0.000
41 O -0.483 1.018 -2.169  -0.002
42 O -1.490 0.475 -4.367  0.000
43 O 0.909 0.599 -4.063  0.000

Computed properties:
Charge: -1
Orbital gap (alpha / beta), eV: 8.001 / 4.876
Spin multiplicity: 5


No. 3
Ca5Hg2O24P6 as an isolated structure at a distorted geometry, computed with ωB97M-V/def2-TZVPD.

Each line ends with the Löwdin charge.
CARTESIAN COORDINATES (ANGSTROEM)
1 Hg -1.447 2.950 1.911  0.647
2 Hg 1.631 0.493 -3.145  1.230
3 Ca 2.690 1.627 2.685  1.413
4 Ca -0.768 3.302 -2.027  1.333
5 Ca -2.840 -0.810 2.123  1.480
6 Ca 0.684 -0.787 1.953  1.386
7 Ca -1.221 -0.395 -1.601  1.314
8 P -1.006 0.681 -4.729  -0.028
9 O -1.825 -0.252 -3.812  -0.480
10 O -1.729 1.015 -5.984  -0.408
11 O 0.510 0.234 -5.020  -0.509
12 O -0.769 2.082 -3.932  -0.682
13 P -3.816 -1.861 -0.951  -0.101
14 O -4.974 -0.950 -0.739  -0.371
15 O -2.637 -1.383 -0.059  -0.662
16 O -3.167 -1.944 -2.378  -0.215
17 O -4.169 -3.363 -0.955  -0.243
18 P 4.470 -0.582 2.744  -0.136
19 O 2.924 -0.606 2.376  -0.666
20 O 4.689 -0.889 4.225  -0.454
21 O 4.854 0.922 2.384  -0.621
22 O 5.235 -1.538 1.862  -0.419
23 P 0.172 1.523 0.027  -0.071
24 O 0.171 1.239 -1.494  -0.702
25 O -1.047 0.773 0.582  -0.577
26 O -0.133 3.074 0.004  -0.720
27 O 1.307 1.135 0.942  -0.549
28 P 0.698 -2.319 -1.423  -0.052
29 O 1.951 -3.091 -1.097  -0.285
30 O -0.375 -3.356 -1.784  -0.236
31 O 0.582 -1.242 -2.550  -0.596
32 O 0.296 -1.587 -0.092  -0.578
33 P -0.128 1.168 4.068  -0.078
34 O -1.549 0.826 3.304  -0.727
35 O 0.898 0.026 3.935  -0.564
36 O -0.608 1.553 5.447  -0.432
37 O 0.446 2.332 3.202  -0.637

Computed properties:
Charge: -4
Orbital gap, eV: 1.787


No. 4
Ca5O12P3Zn2 as an isolated structure at a distorted geometry, computed with ωB97M-V/def2-TZVPD.

Each line ends with the Mulliken spin population.
CARTESIAN COORDINATES (ANGSTROEM)
1 Ca -2.077 -3.964 -0.351  0.197
2 Ca -3.123 -1.587 3.144  0.721
3 Ca 0.370 -0.234 -1.510  -0.035
4 Ca 1.720 -2.865 0.816  0.000
5 Ca -2.857 0.902 -0.872  0.175
6 Zn -0.482 2.335 0.831  0.788
7 Zn 1.111 0.087 2.923  0.191
8 P -0.739 2.112 -2.421  0.027
9 O -1.147 2.235 -1.062  -0.098
10 O 0.769 1.803 -2.199  -0.304
11 O -0.840 3.132 -3.578  -0.720
12 O -1.315 0.758 -2.831  -0.003
13 P -0.747 -1.638 0.818  0.411
14 O 0.465 -1.461 1.893  -0.055
15 O -0.968 -0.203 0.220  0.036
16 O -2.102 -2.277 1.289  -0.169
17 O -0.231 -2.578 -0.215  -0.054
18 P 2.586 0.659 0.619  0.000
19 O 3.513 1.711 0.020  0.004
20 O 2.795 0.509 2.134  -0.006
21 O 2.156 -0.703 -0.116  0.000
22 O 1.140 1.268 0.447  -0.107

Computed properties:
Charge: +4
Orbital gap (alpha / beta), eV: 3.660 / 3.715
Spin multiplicity: 2


No. 5
CaH14NO10 as an isolated structure at a distorted geometry, computed with ωB97M-V/def2-TZVPD.

Each line ends with the Löwdin charge.
CARTESIAN COORDINATES (ANGSTROEM)
1 Ca -8.602 -4.309 -13.170  1.486
2 N -7.249 -4.415 -9.835  -0.676
3 O -7.930 -3.707 -9.152  0.020
4 O -7.616 -4.535 -10.976  -0.183
5 O -6.257 -5.018 -9.448  0.032
6 O -9.565 -2.669 -14.598  -0.101
7 H -9.404 -1.730 -14.698  0.077
8 H -10.268 -2.859 -15.219  0.078
9 O -6.858 -4.479 -14.826  -0.101
10 H -7.178 -4.248 -15.698  0.069
11 H -5.915 -4.325 -14.868  0.094
12 O -10.037 -6.071 -12.334  -0.103
13 H -10.212 -6.977 -12.588  0.076
14 H -10.333 -6.014 -11.426  0.074
15 O -7.165 -2.325 -12.866  -0.089
16 H -7.452 -1.447 -13.114  0.065
17 H -6.851 -2.230 -11.966  0.074
18 O -7.408 -6.517 -13.068  -0.102
19 H -6.758 -6.759 -13.727  0.059
20 H -7.304 -7.171 -12.377  0.080
21 O -10.073 -3.203 -11.616  -0.113
22 H -9.957 -3.630 -10.767  0.046
23 H -10.106 -2.268 -11.411  0.077
24 O -9.369 -5.560 -15.231  -0.076
25 H -8.585 -6.000 -15.559  0.053
26 H -10.065 -5.830 -15.831  0.084

Computed properties:
Charge: +1
Orbital gap, eV: 7.461
Energy relative to the best compared isomer or geometry (same formula, charge and spin), kcal/mol: 10.0


No. 6
CaH42N2O27 as an isolated structure at a distorted geometry, computed with ωB97M-V/def2-TZVPD.

Each line ends with the Löwdin charge.
CARTESIAN COORDINATES (ANGSTROEM)
1 Ca -9.630 17.224 -6.827  1.475
2 N -4.399 19.417 -7.088  -0.611
3 O -5.024 18.567 -7.658  -0.082
4 O -3.451 20.004 -7.582  0.030
5 O -4.721 19.712 -5.902  -0.042
6 N -13.925 14.808 -9.432  -0.602
7 O -13.785 15.551 -8.421  -0.100
8 O -12.904 14.232 -9.793  -0.038
9 O -15.013 14.721 -9.970  0.030
10 O -11.493 15.913 -6.730  -0.149
11 H -12.113 15.817 -7.454  0.006
12 H -11.678 15.170 -6.156  0.069
13 O -8.010 18.031 -2.219  -0.024
14 H -8.164 18.340 -1.326  0.059
15 H -7.864 17.090 -2.125  0.053
16 O -10.823 17.100 -9.192  -0.070
17 H -11.410 17.807 -9.460  0.013
18 H -10.691 16.583 -9.988  0.012
19 O -9.049 21.019 -6.613  -0.032
20 H -8.756 21.514 -5.848  0.057
21 H -9.994 20.930 -6.494  0.032
22 O -4.670 15.928 -7.906  -0.034
23 H -3.877 15.815 -7.383  0.061
24 H -4.911 16.846 -7.780  -0.005
25 O -11.844 16.702 -2.725  -0.019
26 H -11.725 15.758 -2.619  0.063
27 H -12.731 16.794 -3.073  0.058
28 O -12.408 19.483 -9.586  -0.012
29 H -13.353 19.619 -9.654  0.060
30 H -12.028 20.137 -10.173  0.077
31 O -6.084 18.745 -10.397  -0.060
32 H -6.788 18.106 -10.506  -0.038
33 H -5.910 18.753 -9.456  -0.012
34 O -9.870 17.527 -4.427  -0.111
35 H -9.260 17.939 -3.815  0.020
36 H -10.606 17.249 -3.881  -0.005
37 O -10.531 15.044 -11.036  -0.052
38 H -11.354 14.833 -10.594  -0.010
39 H -10.228 14.209 -11.391  0.055
40 O -6.368 20.600 -3.625  -0.051
41 H -6.577 19.909 -4.254  -0.008
42 H -6.725 20.285 -2.795  0.005
43 O -8.822 15.113 -5.680  -0.091
44 H -8.339 14.357 -6.015  -0.003
45 H -8.879 14.962 -4.737  0.056
46 O -7.316 17.728 -6.155  -0.109
47 H -6.668 18.033 -6.790  0.008
48 H -6.827 17.644 -5.336  0.059
49 O -6.140 13.867 -8.821  -0.062
50 H -5.360 13.340 -8.993  0.044
51 H -5.798 14.711 -8.526  -0.024
52 O -8.680 19.049 -8.356  -0.093
53 H -8.334 19.758 -7.814  0.019
54 H -8.739 19.425 -9.234  0.066
55 O -7.532 12.823 -6.400  -0.040
56 H -6.810 12.195 -6.443  0.061
57 H -7.831 12.908 -7.306  0.037
58 O -14.359 18.242 -7.340  -0.024
59 H -14.033 17.406 -7.674  0.001
60 H -14.497 18.776 -8.122  0.028
61 O -8.256 16.176 -8.396  -0.128
62 H -7.952 15.269 -8.348  0.039
63 H -8.285 16.370 -9.332  0.012
64 O -7.431 16.491 -10.993  -0.022
65 H -8.064 16.715 -11.675  0.075
66 H -6.844 15.859 -11.407  0.083
67 O -13.243 19.480 -4.692  -0.032
68 H -13.979 19.028 -5.104  0.026
69 H -13.407 19.401 -3.753  0.045
70 O -11.397 18.930 -6.914  -0.111
71 H -12.052 19.033 -6.224  0.009
72 H -11.871 19.114 -7.725  0.005

Computed properties:
Orbital gap, eV: 7.059


No. 7
CaH6N5O18 as an isolated structure at a distorted geometry, computed with ωB97M-V/def2-TZVPD.

Each line ends with the Löwdin charge.
CARTESIAN COORDINATES (ANGSTROEM)
1 Ca -0.153 -0.161 0.079  1.465
2 N 1.512 2.565 1.721  -0.665
3 O 1.229 3.589 1.153  -0.061
4 O 1.418 1.541 1.058  -0.121
5 O 1.872 2.571 2.894  -0.043
6 N 2.098 0.055 -2.619  -0.668
7 O 1.294 0.341 -1.791  -0.126
8 O 1.629 -0.529 -3.560  -0.035
9 O 3.298 0.319 -2.424  -0.040
10 N -2.262 0.112 -2.934  -0.635
11 O -3.468 0.281 -3.055  -0.071
12 O -1.845 -0.474 -1.906  -0.129
13 O -1.507 0.427 -3.853  -0.031
14 N -1.201 1.126 3.381  -0.702
15 O -0.935 0.237 4.198  -0.078
16 O -1.305 2.273 3.762  -0.050
17 O -1.285 0.814 2.257  -0.068
18 N 1.864 -2.288 1.333  -0.672
19 O 0.995 -1.468 1.646  -0.158
20 O 2.737 -1.923 0.602  0.003
21 O 1.844 -3.415 1.832  -0.078
22 O -0.991 2.033 -0.404  -0.118
23 H -1.284 2.797 0.093  0.057
24 H -0.596 2.398 -1.196  0.057
25 O -1.739 -1.709 0.718  -0.132
26 H -2.322 -2.009 0.021  0.044
27 H -1.984 -2.235 1.479  0.070
28 O 0.321 -2.222 -1.163  -0.104
29 H 0.379 -3.171 -1.270  0.064
30 H 0.387 -1.876 -2.053  0.027

Computed properties:
Charge: -3
Orbital gap, eV: 6.416
Energy relative to the best compared isomer or geometry (same formula, charge and spin), kcal/mol: 17.5


No. 8
CdF26NO4P4S2 as an isolated structure at a distorted geometry, computed with ωB97M-V/def2-TZVPD.

Each line ends with the Löwdin charge.
CARTESIAN COORDINATES (ANGSTROEM)
1 Cd 0.288 0.122 0.046  1.490
2 N -1.445 0.717 0.724  -0.385
3 S -2.864 0.820 0.126  0.442
4 O -3.651 2.051 0.137  -0.271
5 O -3.578 -0.463 0.006  -0.276
6 F -2.272 1.039 -1.333  -0.215
7 S -2.093 1.154 2.256  0.594
8 O -2.961 0.230 2.956  -0.260
9 O -2.252 2.620 2.517  -0.309
10 F -0.748 1.004 3.113  -0.202
11 P 3.146 0.311 0.899  0.148
12 F 3.537 0.521 2.488  -0.171
13 F 3.777 1.710 0.388  -0.135
14 F 4.460 -0.529 0.478  -0.133
15 F 2.355 0.015 -0.488  -0.223
16 F 2.439 -0.970 1.399  -0.133
17 F 1.776 1.148 1.150  -0.237
18 P 0.389 -1.963 -2.755  0.211
19 F -0.678 -3.090 -2.286  -0.174
20 F 1.348 -2.483 -1.537  -0.196
21 F 0.992 -3.160 -3.631  -0.167
22 F 1.629 -0.881 -2.976  -0.182
23 F -0.542 -1.390 -3.936  -0.133
24 F -0.290 -0.961 -1.626  -0.258
25 P 0.411 3.246 -1.500  0.217
26 F 0.927 3.148 -3.088  -0.189
27 F 1.884 3.274 -0.845  -0.161
28 F 0.413 4.905 -1.499  -0.213
29 F -0.123 3.327 0.069  -0.200
30 F -1.116 3.393 -1.969  -0.155
31 F 0.454 1.648 -1.457  -0.216
32 P -0.792 -2.942 1.730  0.300
33 F -0.481 -2.437 3.275  -0.190
34 F 0.704 -3.712 1.634  -0.197
35 F -1.610 -4.220 2.352  -0.199
36 F -1.204 -3.404 0.218  -0.164
37 F -2.247 -2.164 1.817  -0.195
38 F 0.018 -1.635 1.149  -0.262

Computed properties:
Charge: -3
Orbital gap, eV: 9.825


No. 9
CdH12O10P as an isolated structure at a distorted geometry, computed with ωB97M-V/def2-TZVPD.

Each line ends with the Löwdin charge.
CARTESIAN COORDINATES (ANGSTROEM)
1 Cd -0.439 -0.274 -0.703  1.293
2 P -1.004 -0.705 1.847  -0.060
3 O 0.191 0.061 1.121  -0.580
4 O -1.796 0.265 2.736  -0.462
5 O -0.650 -1.831 2.833  -0.467
6 O -1.740 -1.173 0.539  -0.548
7 O 0.737 2.420 2.109  -0.138
8 H 1.696 2.408 2.186  -0.008
9 H 0.505 1.526 1.682  -0.025
10 O -1.744 -0.925 -2.321  -0.110
11 H -1.532 -1.561 -3.015  0.059
12 H -2.631 -0.609 -2.532  0.068
13 O 0.832 -2.014 -1.229  -0.097
14 H 1.052 -2.661 -0.540  0.087
15 H 1.436 -2.204 -1.956  0.055
16 O 0.920 1.053 -1.589  -0.093
17 H 1.028 0.936 -2.542  0.065
18 H 1.739 1.478 -1.296  0.093
19 O 2.661 -0.639 1.434  -0.154
20 H 1.699 -0.305 1.442  -0.028
21 H 2.890 -0.734 2.362  0.013
22 O -1.779 1.478 -0.862  -0.104
23 H -2.569 1.740 -0.367  0.086
24 H -1.502 2.271 -1.337  0.054

Computed properties:
Charge: -1
Orbital gap, eV: 3.288
Energy relative to the best compared isomer or geometry (same formula, charge and spin), kcal/mol: 32.4


No. 10
CdHO2S as an isolated structure at a distorted geometry, computed with ωB97M-V/def2-TZVPD.

Each line ends with the Mulliken spin population.
CARTESIAN COORDINATES (ANGSTROEM)
1 Cd -0.521 -0.601 0.129  -0.023
2 S 1.249 1.198 -0.078  0.648
3 O -0.502 1.331 0.195  0.376
4 O -2.371 -0.689 -0.063  -0.001
5 H -2.881 -0.342 -0.796  0.000

Computed properties:
Orbital gap (alpha / beta), eV: 7.922 / 6.906
Spin multiplicity: 2


No. 11
CdI3 as an isolated structure at a distorted geometry, computed with ωB97M-V/def2-TZVPD.

Each line ends with the Mulliken spin population.
CARTESIAN COORDINATES (ANGSTROEM)
1 Cd -0.532 0.369 -0.227  -0.023
2 I 1.718 1.693 0.733  0.273
3 I 0.702 -1.314 -2.326  0.758
4 I -1.889 -0.748 1.820  -0.009

Computed properties:
Orbital gap (alpha / beta), eV: 7.590 / 4.408
Spin multiplicity: 2


No. 12
A 3-piece molecular cluster, Cl2H2NO2PS overall at a distorted geometry, computed with ωB97M-V/def2-TZVPD.

Each line ends with the Löwdin charge.
CARTESIAN COORDINATES (ANGSTROEM)
1 N 1.027 -0.310 -0.397  -0.198
2 O -1.489 -0.522 -1.168  -0.766
3 O -1.000 -0.943 1.324  -0.300
4 P -0.436 -0.557 0.045  0.384
5 S -1.639 2.230 0.526  0.271
6 Cl -3.189 -0.387 -1.001  0.649
7 Cl 3.360 0.335 1.132  0.296
8 H 2.367 -0.250 0.696  -0.386
9 H 0.998 0.403 -1.157  0.049

Computed properties:
Orbital gap (alpha / beta), eV: 7.096 / 7.100
Energy relative to the best compared isomer or geometry (same formula, charge and spin), kcal/mol: 115.9


Total energy for the records above, in order: -737.2806; -7243.8629; -7549.7016; -8872.6628; -1492.9900; -2843.7920; -2308.8802; -5282.6085; -1268.7643; -716.8438; -1060.8541; -1866.2110 a.u.